Entry from the Open Molecules 2025 dataset: C5H5BrCl2 as an isolated structure in a non-equilibrium geometry (ωB97M-V/def2-TZVPD).

The geometry in ORCA input format:
```
! wB97M-V def2-TZVPD RIJCOSX def2/J DEFGRID3
* xyz 0 3
C -1.23259 0.42934 1.78054
C 0.47353 -0.02355 -0.43034
C -1.11546 0.56061 0.45170
C 1.54840 0.58337 -0.06834
C 0.15514 -1.18878 -1.32044
Cl 3.07919 0.26293 -0.81704
Cl 1.61250 1.71614 1.14633
Br -2.39906 1.35816 -0.67713
H -1.88481 1.05113 2.36971
H -0.46335 -0.19108 2.23066
H 0.24913 -2.11025 -0.71894
H 0.84499 -1.36296 -2.18091
H -0.86762 -1.08507 -1.76580
*
```

Properties
HOMO (alpha / beta), eV: -5.93 / -9.55
LUMO level (alpha / beta), eV: 0.60 / -2.41
<S²>: 2.0093

Entry from the Open Molecules 2025 dataset: one molecule with the formula C4H6O2 (ωB97M-V/def2-TZVPD).

The geometry in ORCA input format:
```
! wB97M-V def2-TZVPD RIJCOSX def2/J DEFGRID3
* xyz 0 1
O -1.12880 0.04700 0.78401
C -0.82062 0.77778 -0.42529
C 0.68675 0.71384 -0.44278
C 1.05104 -0.73431 -0.12439
O 2.16532 -1.21358 -0.29902
C -0.06543 -1.54476 0.27796
H -2.08930 -0.07840 0.83351
H -1.22606 1.79336 -0.38402
H 1.09569 1.34959 0.35127
H 1.12255 1.01923 -1.39565
H -1.25637 0.23002 -1.26671
H 0.06017 -2.03953 1.24484
*
```

Properties
HOMO, eV: -8.60
LUMO level, eV: 0.19
ΔE to the lowest compared entry with this formula, charge and spin, kcal/mol: 94.2

Entry from the Open Molecules 2025 dataset: one molecule with the formula C6H12O (ωB97M-V/def2-TZVPD).

The geometry in ORCA input format:
```
! wB97M-V def2-TZVPD RIJCOSX def2/J DEFGRID3
* xyz 0 1
C -1.33147 -1.77770 -0.26874
C -0.17506 -0.98074 0.33088
C -0.12250 0.48344 -0.12577
C -1.31790 1.30123 0.36556
C 1.22379 1.13050 0.30709
C 2.17941 0.91521 -0.83790
O 2.85181 -0.19570 -0.57981
H -1.31005 -1.73140 -1.36450
H -2.30466 -1.39891 0.06218
H -1.27407 -2.83192 0.02230
H 0.77306 -1.46436 0.06412
H -0.23215 -1.00660 1.42897
H -2.26469 0.87696 0.01262
H -1.34847 1.33695 1.46209
H -1.26137 2.33035 -0.00565
H 1.56386 0.68647 1.25534
H 1.08699 2.20899 0.44424
H -0.15547 0.48916 -1.22691
H 3.41896 -0.37193 -1.34612
*
```

Properties
HOMO, eV: -8.50
LUMO level, eV: 0.93
ΔE to the lowest compared entry with this formula, charge and spin, kcal/mol: 60.0

Entry from the Open Molecules 2025 dataset: C4H4HgO5 as an isolated structure in a non-equilibrium geometry (ωB97M-V/def2-TZVPD).

The geometry in ORCA input format:
```
! wB97M-V def2-TZVPD RIJCOSX def2/J DEFGRID3
* xyz 0 1
O 0.53098 0.05044 1.13622
C -0.79005 0.32762 1.53662
O -1.00863 0.95327 2.55100
O -1.58648 -0.17035 0.67603
C 1.47157 1.13222 0.99042
H 0.91515 2.08037 1.00727
H 2.18913 1.11753 1.82187
C 2.14684 0.91994 -0.36923
H 2.88567 0.09921 -0.26109
H 2.72795 1.83633 -0.58816
O -1.44376 -2.10082 -3.54452
O 1.21944 0.64106 -1.36645
C -1.06813 -1.59152 -2.61908
Hg -0.20371 -0.42647 -0.76357
*
```

Properties
HOMO, eV: -9.28
LUMO level, eV: -0.51
ΔE to the lowest compared entry with this formula, charge and spin, kcal/mol: 26.7

Listing calculated total energy for the structures above in their given order: -3687.67553, -306.35621, -310.96368, -684.32337 Eh.